Record 1
Computed, not measured: an isolated molecule of C11H22N2O3, with ωB97M-V/def2-TZVPD.

```
! wB97M-V def2-TZVPD RIJCOSX def2/J DEFGRID3
* xyz 0 1
C 1.6585 2.1370 -0.7428
C 2.8494 1.4249 -0.0428
C 2.4681 0.0579 0.6352
C 3.6471 -0.2554 1.5717
C 2.0162 -1.1090 -0.2278
N 2.8921 -1.5529 -1.2584
C 0.6684 -0.7736 -0.7875
O 0.5341 -0.5605 -1.9873
N -0.3457 -0.6175 0.1469
C -1.6312 -0.1928 -0.3416
C -1.7975 1.2173 -0.3348
O -1.2997 2.0061 0.4606
O -2.6681 1.7416 -1.2162
C -2.7336 -1.0154 0.3789
C -3.3431 -0.2723 1.6227
C -3.9512 -1.2950 -0.6254
H 0.8066 2.1914 -0.0423
H 1.3485 1.5925 -1.6500
H 1.9765 3.1146 -1.1318
H 3.5987 1.4553 -0.8304
H 3.1160 2.1346 0.7094
H 1.6481 0.3805 1.2392
H 3.9557 0.6040 2.1343
H 3.4238 -1.0849 2.2637
H 4.4047 -0.5532 0.8463
H 1.8195 -1.8976 0.5068
H 2.7320 -0.9032 -2.0676
H 2.5281 -2.4982 -1.5474
H -0.4687 -1.3027 0.9294
H -1.6807 -0.4474 -1.3922
H -2.7121 2.6974 -0.9664
H -2.3035 -1.9823 0.6669
H -4.1721 -0.9640 1.9430
H -3.7585 0.7206 1.3070
H -2.6098 -0.1283 2.4427
H -4.4851 -0.3611 -0.8554
H -3.5374 -1.6653 -1.5555
H -4.5939 -2.0430 -0.2012
*
```

Summary:
SMILES	CC[C@H](C)[C@H](N)C(=O)N[C@H](C(=O)O)C(C)C
LUMO	0.6	eV
orbital gap	0.37124	Eh
HOMO	-9.55	eV
relative energy (zero: lowest compared OMol25 entry of this formula, charge and spin)	43.9	kcal per mole

---

Record 2
Computed, not measured: the ion C3H6ClN2 with charge +1, with ωB97M-V/def2-TZVPD.

```
! wB97M-V def2-TZVPD RIJCOSX def2/J DEFGRID3
* xyz 1 1
C -0.9557 2.0355 0.8279
N -1.2135 0.8860 0.7533
C -0.9277 -0.4930 0.5971
C 0.2788 -0.8376 -0.5199
N 1.3694 0.0688 -0.9156
Cl 2.3177 0.4252 0.4069
H -0.6264 2.9325 0.4873
H -1.7906 -1.2066 0.2334
H -0.6301 -0.9279 1.5781
H 0.8017 -1.7365 0.0806
H -0.2301 -1.2886 -1.4404
H 1.6063 0.1421 -2.0886
*
```

Summary:
SMILES	C#[N+]CCNCl
LUMO (alpha / beta)	-5.5 / -5.5	eV
orbital gap (alpha / beta)	0.27498 / 0.27500	Eh
HOMO (alpha / beta)	-12.97 / -12.97	eV
relative energy (zero: lowest compared OMol25 entry of this formula, charge and spin)	119.4	kcal per mole

---

Record 3
Computed, not measured: a structure of composition C62H55NO8P2Pd, with ωB97M-V/def2-TZVPD.

```
! wB97M-V def2-TZVPD RIJCOSX def2/J DEFGRID3
* xyz 0 1
C -5.3755 -2.1166 1.5947
C -4.4721 -1.2930 2.4865
O -3.1375 -1.2372 1.8702
C -2.1551 -0.4819 2.4919
C -1.7027 0.6480 1.6401
N -0.4885 1.0542 1.6552
C 0.1471 1.9012 0.8275
C 1.2572 2.6269 1.4268
C 1.8629 3.7694 0.8653
C 2.9163 4.4160 1.5000
C 3.3721 3.9615 2.7442
C 2.7461 2.8534 3.3474
C 1.6974 2.2065 2.6954
C -0.3703 2.0622 -0.5278
C -0.2230 3.1939 -1.3609
C -1.1969 3.4756 -2.3195
C -2.2996 2.6324 -2.4915
C -2.3182 1.3882 -1.8463
C -1.2939 1.0793 -0.9632
O -1.6865 -0.6794 3.5888
H -6.4106 -2.0216 1.9378
H -5.3262 -1.7819 0.5518
H -5.1214 -3.1816 1.6301
H -4.8670 -0.2680 2.5752
H -4.3766 -1.7451 3.4821
H -2.5234 1.1378 1.0911
H 1.4907 4.1866 -0.0523
H 3.3638 5.2825 1.0138
H 4.1950 4.4757 3.2328
H 3.0824 2.5048 4.3229
H 1.1785 1.3624 3.1613
H 0.6094 3.8816 -1.2802
H -1.0994 4.3843 -2.9128
H -3.1088 2.9141 -3.1645
H -3.1409 0.6801 -2.0053
H -1.2495 0.0652 -0.5536
C -11.5044 6.9460 2.5069
C -12.1070 5.7886 2.0037
C -11.8047 4.5415 2.5570
C -10.8298 4.4851 3.5459
O -10.2596 3.2333 3.8998
P -9.2096 2.4000 2.9827
O -9.0893 0.9705 3.7518
C -9.6048 0.5864 4.9939
C -10.4122 -0.5506 5.0306
C -11.1359 -0.7959 6.2015
C -10.9883 0.0483 7.3057
C -10.0826 1.1134 7.2729
C -9.3444 1.3669 6.1146
O -10.1334 2.0310 1.6851
C -10.3069 0.7620 1.1166
C -11.5742 0.4546 0.6220
C -11.8052 -0.8450 0.1591
C -10.7840 -1.7968 0.1946
C -9.5092 -1.4524 0.6546
C -9.2579 -0.1489 1.0920
Pd -7.1760 3.4155 2.5692
P -6.6791 5.4709 3.5002
O -7.5259 6.8111 3.0807
C -7.4650 8.1401 3.5772
C -7.4246 9.1716 2.6415
C -7.1892 10.4713 3.0985
C -7.0065 10.7144 4.4607
C -7.0829 9.6645 5.3805
C -7.4132 8.3832 4.9409
O -6.6723 5.4617 5.1337
C -5.5314 5.4871 5.9599
C -5.5042 6.4422 6.9700
C -4.2895 6.6773 7.6204
C -3.1609 5.9256 7.2897
C -3.2414 4.9173 6.3265
C -4.4540 4.6533 5.6843
O -5.1506 5.9243 3.1650
C -4.7246 6.9537 2.3175
C -3.8753 7.8935 2.8929
C -3.6065 9.0551 2.1673
C -4.1243 9.2093 0.8810
C -4.9011 8.2066 0.2965
C -5.1934 7.0414 1.0120
C -6.2321 3.2305 0.5995
C -7.2724 3.1419 -0.4402
C -7.9802 4.2950 -0.8401
C -8.9148 4.2175 -1.8718
C -9.2181 2.9810 -2.4543
C -8.6030 1.8174 -1.9755
C -7.6122 1.9001 -1.0015
C -5.7922 2.1263 1.3822
C -5.0644 2.4381 2.5451
C -10.2802 5.6278 4.1201
C -10.6070 6.8680 3.5715
H -11.7458 7.9193 2.0731
H -12.8141 5.8439 1.1751
H -12.2857 3.6296 2.2069
H -10.4721 -1.1993 4.1556
H -11.8114 -1.6519 6.2393
H -11.5747 -0.1336 8.2095
H -9.9362 1.7626 8.1374
H -8.5825 2.1463 6.0701
H -12.3473 1.2233 0.6144
H -12.7913 -1.1049 -0.2319
H -10.9711 -2.8180 -0.1477
H -8.6936 -2.1781 0.6821
H -8.2548 0.1636 1.3914
H -7.5519 8.9415 1.5864
H -7.1507 11.2945 2.3810
H -6.7977 11.7248 4.8193
H -6.9037 9.8180 6.4447
H -7.6210 7.5690 5.6343
H -6.4066 7.0016 7.2133
H -4.2440 7.4503 8.3876
H -2.2090 6.1177 7.7919
H -2.3689 4.3204 6.0584
H -4.5653 3.8310 4.9774
H -3.4763 7.7028 3.8901
H -2.9786 9.8230 2.6183
H -3.9212 10.1270 0.3228
H -5.2905 8.3105 -0.7186
H -5.7729 6.2232 0.5795
H -5.5777 4.1041 0.5713
H -7.7977 5.2353 -0.3143
H -9.4099 5.1257 -2.2221
H -9.9411 2.9175 -3.2695
H -8.8858 0.8371 -2.3634
H -7.1044 0.9994 -0.6476
H -6.0261 1.1076 1.0998
H -4.3780 3.2824 2.5255
H -4.9534 1.7192 3.3537
H -9.5819 5.5336 4.9514
H -10.1580 7.7718 3.9890
*
```

Summary:
LUMO	-2.4	eV
orbital gap	0.08566	Eh
HOMO	-4.74	eV

---

Record 4
Computed, not measured: a cluster of 2 separate species, C4H10NP in total, with ωB97M-V/def2-TZVPD.

```
! wB97M-V def2-TZVPD RIJCOSX def2/J DEFGRID3
* xyz 0 1
C 2.0045 -0.9323 -0.1911
C -0.6675 -0.3824 2.2342
C -0.4064 0.8129 -2.6207
C -1.1139 0.6905 1.2741
N 1.1312 -0.5625 -1.0343
P -0.4613 -0.5430 -1.2490
H 3.0704 -0.6923 -0.3450
H 1.9210 -1.6144 0.7359
H 0.3970 -0.4019 2.6701
H -1.3448 -0.2245 3.1215
H -0.8788 -1.4187 1.9965
H 0.3482 1.5425 -2.3363
H -1.2905 1.3462 -2.6818
H -0.2975 0.1698 -3.5707
H -0.2516 1.3213 0.8029
H -2.1598 0.8887 1.1937
*
```

Summary:
LUMO (alpha / beta)	0.2 / -0.5	eV
orbital gap (alpha / beta)	0.28197 / 0.26861	Eh
HOMO (alpha / beta)	-7.46 / -7.80	eV
relative energy (zero: lowest compared OMol25 entry of this formula, charge and spin)	84.6	kcal per mole

---

Record 5
Computed, not measured: a cluster of 2 separate species, C3H10N2O in total, with ωB97M-V/def2-TZVPD.

```
! wB97M-V def2-TZVPD RIJCOSX def2/J DEFGRID3
* xyz 0 1
C 1.4446 -1.9074 -0.1299
C 0.1519 -2.4621 0.0593
O 0.0072 -3.7256 0.7241
H 1.4831 -0.7734 -0.3970
H 2.2128 -2.5930 0.3024
H -0.6967 -2.1263 -0.5557
H -0.9635 -3.9118 0.5743
N 0.1695 1.7655 0.5273
C -0.9324 2.2780 -0.2930
N -0.5309 3.5461 -0.8539
H -0.2190 1.0941 1.2287
H 0.7343 1.2217 -0.1658
H -1.8504 2.3345 0.2409
H -1.2811 1.6154 -1.2240
H 0.3098 4.0279 -0.5256
H -1.2418 4.2843 -0.8034
*
```

Summary:
SMILES	C=CO.NCN
LUMO	0.7	eV
orbital gap	0.35139	Eh
HOMO	-8.91	eV
relative energy (zero: lowest compared OMol25 entry of this formula, charge and spin)	73.7	kcal per mole

---

Record 6
Computed, not measured: a cluster of 2 separate species, C5H15N2 in total, with ωB97M-V/def2-TZVPD.

```
! wB97M-V def2-TZVPD RIJCOSX def2/J DEFGRID3
* xyz 1 1
N 2.2588 -0.8446 0.2344
C 1.5046 0.3555 -0.0284
C 2.2529 1.6046 0.4755
C 0.1546 0.3417 0.6863
N -0.5717 -0.8241 0.5941
C -1.7142 -0.9290 1.4090
C -2.1555 -0.4193 -2.1460
H -3.0647 0.0135 -1.7200
H 1.6742 -1.6655 0.3325
H 2.9169 -1.0751 -0.4996
H 1.3283 0.5863 -1.0877
H 1.6581 2.5195 0.4134
H 2.5348 1.5004 1.5241
H 3.1352 1.7347 -0.1458
H 0.2914 0.5892 1.7531
H -0.4895 1.1329 0.2612
H -1.5803 -0.4546 2.3846
H -2.5538 -0.4744 0.8750
H -1.9619 -1.9897 1.5567
H -1.5181 -0.7271 -1.3133
H -1.7354 0.3225 -2.8099
H -2.3646 -1.2977 -2.7492
*
```

Summary:
LUMO	-8.5	eV
orbital gap	0.18622	Eh
HOMO	-13.52	eV
relative energy (zero: lowest compared OMol25 entry of this formula, charge and spin)	117.9	kcal per mole

---

Record 7
Computed, not measured: a structure of composition C3H5NS, with ωB97M-V/def2-TZVPD.

```
! wB97M-V def2-TZVPD RIJCOSX def2/J DEFGRID3
* xyz 0 1
C 0.4719 0.7053 0.5413
C 0.0973 0.2611 -0.8150
C -0.4309 -1.2109 -0.1609
H -0.2224 1.5512 0.4417
H 1.4455 1.1205 0.5800
H -1.1413 0.8721 -1.1710
H 0.8549 0.2519 -1.7449
H -0.8426 -1.8527 -0.8177
N -0.5819 -1.4450 1.0626
S 0.3495 -0.2535 2.0839
*
```

Summary:
LUMO	0.6	eV
orbital gap	0.34202	Eh
HOMO	-8.67	eV
relative energy (zero: lowest compared OMol25 entry of this formula, charge and spin)	83.1	kcal per mole

---

| no. | E (a.u.) | strongest force on any atom (eV Å⁻¹) |
| --- | --- | --- |
| 1 | -767.57011 | 5.33 |
| 2 | -687.17001 | 7.89 |
| 3 | -3862.78808 | 1.69 |
| 4 | -554.34991 | 4.22 |
| 5 | -304.95712 | 4.26 |
| 6 | -308.60484 | 1.56 |
| 7 | -570.10207 | 4.78 |